94
Properties=species:S:1:pos:R:3:forces:R:3:lowdin_spin:R:1 method="wB97M-V/def2-TZVPD" s_squared=6.062 multiplicity=5 homo_ha="-0.289 / -0.288"
Ru -0.6058 0.0260 -0.2607 0.1032 0.0546 0.3468 2.3718
C 3.6548 1.8655 1.2320 0.0923 -0.1211 -0.0482 0.0261
C 3.3339 1.9226 -0.2139 0.0328 -0.0101 0.0507 0.1690
N 3.9720 2.7556 -1.0019 -0.0229 0.0371 -0.0281 -0.0173
C 3.5981 2.8273 -2.2864 -0.0028 -0.0171 -0.0013 0.2259
C 2.5903 2.0621 -2.8911 0.0184 0.0192 0.0096 0.0184
C 2.2470 2.3127 -4.3408 -0.0522 -0.0013 0.0040 -0.0024
O 0.8526 2.4210 -4.5578 0.0531 0.0358 -0.0716 -0.0011
C 1.8978 1.1518 -2.1178 0.0322 -0.0344 0.0025 0.1279
C 0.9431 0.2544 -2.7749 0.0339 0.1021 0.1081 -0.0012
N -0.0423 -0.3689 -2.2441 -0.2463 -0.3734 -0.1726 0.0273
C -0.7620 -1.2845 -3.1094 0.2577 0.0453 0.0992 -0.0001
C -0.0422 -1.8961 -4.1421 -0.0329 -0.0059 0.0291 0.0052
C -0.6738 -2.6840 -5.0817 -0.0339 -0.0050 0.0070 -0.0007
C -2.0445 -2.8690 -4.9943 0.0196 -0.0205 -0.0516 0.0066
C -2.7344 -2.3198 -3.9309 0.0633 0.0293 0.0061 -0.0011
C -2.1143 -1.5608 -2.9279 -0.0595 0.0982 0.0215 0.0061
I -0.3967 -2.5373 0.2003 0.3629 -0.1905 -0.1732 0.1922
C 2.2448 1.0695 -0.7127 -0.0286 0.0169 0.0003 0.0909
O 1.6489 0.3444 0.1027 0.0336 -0.0295 -0.0047 0.3289
H 4.4293 2.5913 1.4615 0.0024 0.0048 -0.0012 -0.0003
H 3.9868 0.8613 1.5077 -0.0070 -0.0201 -0.0216 0.0104
H 2.7616 2.0667 1.8296 0.0540 0.0437 -0.0306 0.0081
H 4.1437 3.5409 -2.8951 -0.0010 0.0189 0.0161 0.0108
H 2.5810 1.4854 -4.9718 0.0176 -0.0159 0.0156 -0.0012
H 2.7792 3.2059 -4.6806 -0.0024 0.0063 -0.0107 -0.0001
H 0.4832 3.0819 -3.9585 -0.0288 -0.0394 0.0571 0.0008
H 1.1039 0.1314 -3.8378 0.0148 0.0433 0.0007 -0.0004
H 1.0315 -1.7834 -4.1923 0.0124 -0.0458 -0.0051 0.0003
H -0.0996 -3.1519 -5.8701 0.0109 -0.0064 0.0107 -0.0002
H -2.5696 -3.4715 -5.7238 0.0035 0.0183 -0.0208 0.0004
H -3.7971 -2.5191 -3.8597 -0.0179 0.0450 0.0024 -0.0001
N -0.9145 0.3953 1.6496 0.5934 0.1840 0.0913 0.0242
C -0.9330 0.4637 2.8103 -0.0246 0.0770 -0.5420 0.0151
C -0.9785 0.5406 4.1743 0.0264 0.1153 0.1571 0.0490
C -2.2257 0.6614 4.8385 1.0437 -0.0438 1.3133 0.0068
N -3.2389 0.7655 5.3784 0.9221 -0.0535 1.4136 0.0259
C 0.2455 0.6207 4.8913 -0.0984 0.0050 0.0582 0.0056
N 1.2381 0.6859 5.4732 0.0120 -0.0142 0.0004 0.0234
I -0.9221 2.5550 -1.0741 -0.2995 0.0525 0.0925 0.1414
C -5.4698 -5.4414 -0.6140 0.0002 0.0004 -0.0032 0.0001
C -6.0604 -4.2639 -0.1780 0.0115 0.0064 -0.0005 0.0004
C -5.4685 -3.0432 -0.4691 0.0007 0.0194 -0.0036 0.0005
C -4.2927 -2.9697 -1.2190 0.0250 -0.0270 0.0079 0.0020
C -3.7067 -4.1633 -1.6365 -0.0078 -0.0168 0.0503 0.0013
C -4.2870 -5.3889 -1.3362 -0.0016 0.0068 0.0162 0.0003
Ge -3.5025 -1.1999 -1.5411 -0.3523 -0.0151 -0.3480 0.0056
C -3.4524 -0.4362 0.2578 0.2544 0.0165 -0.1733 0.0263
C -3.8069 0.8967 0.4695 0.0475 0.1798 -0.0046 0.0216
C -3.9827 1.3786 1.7566 -0.0014 -0.1574 -0.1104 -0.0032
C -3.8115 0.5336 2.8470 -1.2332 0.4324 -0.9052 0.0166
C -3.4819 -0.7989 2.6486 -0.2244 -0.2302 -0.3221 -0.0029
C -3.3058 -1.2801 1.3592 -0.2292 -0.1121 0.3689 0.0211
C -4.6959 -0.0356 -2.5831 -0.0098 -0.0457 0.0968 0.0004
C -4.1494 1.0025 -3.3374 0.0466 -0.0164 -0.0096 0.0004
C -4.9617 1.8727 -4.0513 -0.0153 -0.0047 0.0062 0.0001
C -6.3400 1.7102 -4.0287 0.0191 -0.0067 0.0139 0.0000
C -6.8984 0.6797 -3.2863 0.0077 0.0011 0.0055 0.0001
C -6.0812 -0.1812 -2.5645 -0.0397 0.0023 -0.0291 0.0002
H -5.9231 -6.3962 -0.3801 -0.0018 -0.0002 -0.0029 0.0000
H -6.9749 -4.2943 0.4008 0.0014 -0.0036 0.0003 0.0000
H -5.9232 -2.1383 -0.0799 0.0069 0.0135 -0.0041 0.0002
H -2.7768 -4.1481 -2.1912 0.0001 -0.0122 0.0202 0.0003
H -3.8081 -6.3038 -1.6616 -0.0018 -0.0023 -0.0004 0.0000
H -3.9443 1.5625 -0.3739 -0.0132 -0.0187 -0.0320 0.0011
H -4.2517 2.4162 1.9093 -0.0189 0.0023 0.0177 -0.0005
H -3.9358 0.9111 3.8540 -0.8776 -0.0792 -1.4701 0.0008
H -3.3500 -1.4568 3.4984 -0.0441 -0.0374 0.0116 -0.0005
H -3.0468 -2.3224 1.2116 -0.1338 0.0951 0.0300 0.0039
H -3.0725 1.1373 -3.3743 -0.0102 0.0039 0.0063 0.0006
H -4.5181 2.6746 -4.6282 0.0030 -0.0011 0.0017 0.0000
H -6.9761 2.3830 -4.5895 -0.0022 0.0008 0.0001 0.0000
H -7.9725 0.5439 -3.2683 0.0000 0.0038 0.0016 0.0000
H -6.5398 -0.9803 -1.9943 0.0120 -0.0108 -0.0007 0.0000
C 1.8006 6.5049 4.6677 -0.0193 0.0309 -0.0077 0.0000
N 1.2240 5.1998 4.3758 0.0660 -0.0191 -0.0790 0.0002
C 1.8932 4.0917 5.0398 -0.1176 0.0056 0.0336 0.0002
C 0.5625 4.9731 3.2044 -0.0391 0.0810 0.2003 0.0009
S 0.7013 3.5405 2.3586 -0.0995 -0.0768 -0.0526 0.0072
N -0.2444 5.9870 2.7797 0.0713 0.0031 -0.0487 0.0003
C -0.8290 5.9290 1.4529 -0.0344 -0.0164 -0.0082 0.0007
C -0.9817 6.8144 3.7235 -0.0255 0.0089 0.0170 0.0001
H 2.8913 6.4261 4.6654 -0.0007 -0.0086 0.0049 0.0000
H 1.4858 6.8719 5.6472 -0.0016 -0.0031 -0.0015 0.0000
H 1.5122 7.2277 3.9104 0.0129 0.0009 0.0023 0.0000
H 2.1490 4.4107 6.0501 0.0040 -0.0034 -0.0037 0.0000
H 2.8010 3.7852 4.5142 0.0315 0.0236 -0.0194 0.0000
H 1.2299 3.2342 5.0956 0.0651 -0.0180 0.0079 0.0001
H -0.1016 5.5496 0.7408 -0.0002 0.0147 -0.0072 0.0006
H -1.1329 6.9376 1.1695 -0.0020 -0.0060 0.0006 0.0000
H -1.7004 5.2664 1.4254 0.0093 0.0012 -0.0021 0.0004
H -0.7660 6.5078 4.7426 -0.0054 0.0003 0.0024 0.0000
H -2.0530 6.6872 3.5481 0.0048 -0.0065 -0.0002 0.0000
H -0.7411 7.8745 3.6113 0.0054 -0.0038 -0.0049 0.0000

120
Properties=species:S:1:pos:R:3:forces:R:3:lowdin_charge:R:1 method="wB97M-V/def2-TZVPD" multiplicity=1 homo_ha=-0.305
C 4.3935 0.5081 2.8999 -0.5283 -0.4776 -0.6924 -0.0399
C 3.0054 0.4158 2.2851 0.5424 0.7113 1.0127 -0.2773
O 3.1070 0.2392 0.8746 -0.5743 0.0322 -0.0498 -0.1122
C 2.4526 -0.8194 0.3112 1.6692 -1.0529 0.4274 -0.8357
S 3.0834 -2.4686 1.0545 -0.0882 0.1900 -0.3407 0.8507
O 2.8614 -0.8189 -1.0530 -0.6695 -0.4941 -0.2451 -0.1060
N 4.1259 -1.4407 -1.2992 0.1476 -0.1977 0.5172 -0.0205
O 4.2047 -1.7645 -2.4056 -0.0199 0.2837 -0.2317 0.1102
O 1.1085 -0.8661 0.3999 -0.5377 0.4527 0.2562 -0.0722
C 0.2003 0.1969 -0.0443 -0.7729 -0.3555 -0.2193 -0.3825
C -0.0378 -0.0147 -1.5400 0.7877 0.0348 -0.6587 -0.0955
C -0.4300 1.1557 -2.4368 0.1776 -0.5362 -0.3154 -0.0637
C -1.9115 1.2461 -2.6395 -0.1036 0.6208 0.0748 -0.4083
F -2.5909 1.3392 -1.4653 -0.0484 -0.0199 -0.1603 0.1339
F -2.2116 2.3780 -3.3426 0.0025 -0.2489 -0.0474 0.1121
C -2.5605 0.0362 -3.3927 -0.7578 0.6292 0.0513 -0.3247
F -3.7550 0.4540 -3.8982 0.1399 -0.0923 0.1416 0.1510
F -2.8283 -0.9439 -2.5080 -0.1023 0.8320 -0.7968 0.1113
C -1.7839 -0.4922 -4.6095 0.3653 -0.0129 -0.3548 -0.3190
F -0.6415 -1.1254 -4.2474 -0.5226 0.1515 0.0024 0.1599
F -1.4588 0.5882 -5.3640 -0.0103 -0.5112 0.0906 0.1527
C -2.6155 -1.4865 -5.4890 0.2584 -0.1204 -0.6736 -0.4811
F -1.7690 -2.2817 -6.1803 -0.6743 0.6187 0.3518 0.1691
F -3.3877 -0.8114 -6.3674 0.4859 -0.7934 0.8906 0.1750
F -3.3645 -2.2798 -4.7002 0.1391 0.4044 -0.6085 0.1721
C -1.1282 -0.1470 0.7178 0.0863 1.0952 0.0477 -0.2826
C -0.9666 -0.1995 2.2351 -0.4238 -0.5508 0.5802 -0.1420
C -1.8541 0.7686 2.9647 -0.4984 1.3699 -0.3254 -0.7477
O -2.1360 1.8822 2.6509 0.2600 -1.1721 0.3526 0.0402
Br -2.4985 0.0786 4.7147 0.2051 0.0520 -0.0863 0.6765
O -1.9116 -1.1300 0.1005 0.5497 -0.0158 0.0108 -0.0515
C -1.9957 -2.5221 0.3770 -0.2738 -1.1437 -0.0200 -0.3979
C -3.1929 -2.7291 1.3129 0.3068 1.1771 0.7159 -0.0812
C -4.3589 -1.7978 0.9924 -0.3193 -0.3984 0.9075 -0.2330
N -4.3362 -0.6198 1.8546 0.7422 0.2056 -0.3497 0.0428
C -2.2691 -3.1658 -1.0218 -0.2855 -0.3217 0.0789 0.0585
B -3.6377 -3.9248 -1.1802 1.9588 -0.3220 -0.6363 -0.5690
O -3.8523 -5.1867 -0.7278 0.4837 -0.1091 -0.0265 0.2309
O -4.7215 -3.2918 -1.8428 15.4816 -7.7086 -4.1970 -0.0938
C -0.7595 -3.2303 0.9366 0.2002 -0.0671 -0.2923 -0.1875
C -0.9664 -4.7415 1.1665 0.7061 0.0537 -0.3874 -0.6782
C -0.0629 -5.6152 0.2865 -0.0955 0.1594 0.1552 -0.1301
Br -0.5205 -5.1367 3.0429 -0.3577 -0.0262 0.0674 0.6919
P 0.6592 1.9250 0.6286 0.3273 0.1085 0.4898 1.0909
C -0.6858 3.1180 0.1982 0.4142 -0.1186 -0.0694 -0.2580
C 2.0730 2.7039 -0.3043 0.0632 -0.3851 -0.2830 -0.3616
C 2.7814 2.0164 -1.4788 0.3709 0.4513 -0.1778 -0.1241
H 4.7712 -0.4892 3.0861 0.2859 -0.1247 0.1792 0.0734
H 4.3434 1.0880 3.8101 0.1415 0.0269 0.3168 0.0639
H 5.0244 0.9955 2.1723 0.3770 0.2553 0.0448 0.0663
H 2.5051 1.3602 2.4633 -0.2643 0.1486 -0.1752 0.0739
H 2.4177 -0.3363 2.8009 -0.2347 -0.3631 -0.3403 0.1019
H 2.3308 -2.5139 2.1611 -0.2260 0.2041 -0.1047 -0.1278
H -0.7521 -0.8030 -1.7345 -0.0488 -0.2534 0.5441 0.1022
H 0.8819 -0.4188 -1.9421 0.2064 0.0727 -0.0224 0.1103
H 0.0109 2.1054 -2.1831 -0.2321 0.3747 0.4218 0.1058
H -0.0166 0.9619 -3.4215 0.0944 -0.0125 -0.1820 0.1239
H -1.7138 0.7513 0.5470 -0.2428 -0.0036 -0.0594 0.1063
H 0.0342 0.0690 2.5550 0.3403 0.1028 -0.0460 0.1050
H -1.1685 -1.1619 2.6779 0.0336 -0.3596 -0.1927 0.0723
H -2.8602 -2.4290 2.3076 0.0962 -0.1403 0.2882 0.1137
H -3.5000 -3.7585 1.4358 -0.0277 -0.3047 -0.3251 0.1186
H -4.3150 -1.5009 -0.0486 0.1490 0.4275 0.1140 0.1000
H -5.2973 -2.3448 1.1045 0.3577 0.2562 0.2476 0.1168
H -5.1613 -0.0652 1.6840 -0.1127 0.1329 0.1869 0.0804
H -4.3144 -0.9104 2.8214 -0.2725 0.0746 0.1446 0.0206
H -1.4672 -3.8452 -1.2932 0.2323 -0.2724 0.1294 0.1168
H -2.2403 -2.3922 -1.7790 0.1482 -0.5151 0.4978 0.0909
H -4.5608 -5.6038 -1.2213 -0.5235 -0.1709 0.2590 0.1305
H -4.5323 -3.3041 -2.7847 5.5882 -0.5838 1.2904 0.0430
H -0.3536 -2.8108 1.8440 -0.1488 0.3806 0.1862 0.0611
H 0.0240 -3.1539 0.1993 0.3619 0.2948 -0.2191 0.0960
H -1.9798 -5.0521 0.9700 -0.3231 -0.0569 0.4956 0.0655
H -0.6257 -5.9924 -0.5595 -0.1215 -0.0689 -0.2329 0.0752
H 0.3085 -6.4552 0.8519 0.0655 -0.3540 0.0011 0.0445
H 0.7892 -5.0619 -0.0897 0.2165 0.1254 0.0128 0.0712
H -0.5163 3.9209 0.9075 0.0003 0.1806 0.2030 0.0421
H -1.6786 2.7473 0.3916 -0.2319 -0.0628 -0.0865 0.0197
H -0.5825 3.5527 -0.7884 -0.2089 -0.0643 -0.2924 0.0305
H 2.8175 2.8878 0.4611 0.2138 -0.0187 0.2164 0.0574
H 1.7673 3.6954 -0.6205 -0.4494 0.1584 -0.0131 0.0665
H 3.6881 1.5363 -1.1440 0.0878 -0.2320 0.1385 0.0594
H 3.1079 2.7684 -2.1895 -0.0563 0.2338 -0.2040 0.0745
H 2.2207 1.2815 -2.0383 -0.2745 -0.0190 0.0545 0.0464
C 6.2092 4.1492 4.3473 -0.0043 -0.0839 0.0064 -0.0904
C 7.0972 3.1148 3.6761 -0.0383 0.2089 -0.1627 -0.3057
O 6.6511 2.8242 2.3557 -0.0035 -0.0618 0.0631 -0.0849
H 5.1737 3.8014 4.3775 -0.0157 0.0219 -0.0637 0.0707
H 6.5469 4.3551 5.3660 0.0155 0.0511 -0.0225 0.0776
H 6.2117 5.0859 3.7867 0.0453 0.0448 0.0577 0.0786
H 7.0760 2.1749 4.2259 -0.0109 -0.0491 -0.0542 0.1089
H 8.1323 3.4697 3.6408 0.0191 -0.0367 0.1238 0.1115
H 6.6723 3.6396 1.8472 0.0289 0.0318 -0.0533 0.0830
C 4.7386 2.9705 8.3476 -0.0517 -0.0361 -0.0389 -0.0891
C 5.6049 1.9478 7.6356 -0.0326 0.2420 -0.1363 -0.3143
O 5.1433 1.6976 6.3106 -0.0124 -0.1902 0.1174 -0.0951
H 3.7041 2.6291 8.3859 0.0040 -0.0348 0.0318 0.0765
H 5.0894 3.1424 9.3661 0.0093 0.0183 -0.0067 0.0741
H 4.7490 3.9239 7.8136 0.0571 0.0233 0.0365 0.0689
H 5.5792 0.9938 8.1587 0.0127 -0.0526 -0.0565 0.1115
H 6.6460 2.2890 7.5985 0.0208 -0.0508 0.1068 0.1076
H 5.1722 2.5300 5.8314 -0.0175 0.0278 -0.0019 0.0203
C -6.1258 -2.6696 -3.0879 -3.2534 1.8978 -2.6500 -0.0258
C -6.0929 -1.9237 -1.7660 -0.9667 0.0359 0.9359 -0.2287
O -5.9178 -2.8165 -0.6696 -9.7050 3.7062 5.7977 -0.1215
H -6.9294 -3.4067 -3.0923 0.0141 -0.0657 -0.0460 0.1126
H -6.2679 -1.9884 -3.9291 -0.3279 0.1220 -0.0634 0.0992
H -5.1881 -3.2086 -3.2322 -6.2531 1.2668 -6.6647 0.0290
H -7.0305 -1.3953 -1.5990 -0.1782 -0.0856 0.0303 0.1348
H -5.2812 -1.1877 -1.7649 -0.1696 0.2136 -0.1402 0.1180
H -5.0827 -3.2827 -0.8011 -3.3762 1.0085 4.3544 -0.0989
C -0.6599 4.5222 -7.3271 0.0803 0.0238 -0.0028 -0.0891
C -0.1150 3.6278 -6.2293 -0.1531 0.2334 0.1440 -0.3271
O 0.7943 4.3289 -5.3813 0.0948 -0.1836 -0.0729 -0.0847
H 0.1560 4.9226 -7.9291 0.0123 -0.0415 -0.0273 0.0755
H -1.3413 3.9739 -7.9791 -0.0194 0.0083 0.0127 0.0742
H -1.1989 5.3712 -6.9004 -0.0719 -0.0412 0.0024 0.0731
H 0.4374 2.7922 -6.6565 0.0780 -0.0027 0.0587 0.1118
H -0.9317 3.2228 -5.6224 -0.0214 -0.0771 -0.0993 0.0899
H 0.3164 5.0623 -4.9849 -0.0134 0.0562 0.0294 0.0764

23
Properties=species:S:1:pos:R:3:forces:R:3:lowdin_spin:R:1 method="wB97M-V/def2-TZVPD" s_squared=2.007 multiplicity=3 homo_ha="-0.201 / -0.393"
C -2.1395 -0.4545 -0.4636 0.9580 1.2580 5.5527 0.5231
C -3.0612 0.2505 0.4335 -1.2187 3.3586 -1.1097 0.1036
C 3.1317 0.9326 0.9257 -1.6311 -1.6628 -0.7967 0.0001
C -0.9161 -1.0737 0.3049 -0.2631 1.6910 -1.6982 0.1462
C 0.4383 -0.7888 -0.4519 -1.6041 1.5777 1.4537 0.0125
N -2.3977 -0.6686 -1.6829 2.3118 -2.7011 -2.9841 0.9740
N 1.5975 -1.1148 0.3026 -1.3049 0.3325 -1.1227 0.0064
O 3.0511 -0.0344 -1.5677 -0.9784 -0.4839 1.0026 0.0005
O 3.9370 -1.4372 0.2158 3.9269 -3.9759 1.3816 0.0009
O 0.3030 -1.3360 -1.6812 2.1773 -1.7948 -2.7270 0.0111
S 3.0199 -0.5110 -0.1957 -1.1639 4.0103 -0.2620 0.0004
Cl -1.2485 -2.7825 0.7064 0.4706 -1.2423 0.0477 0.1028
H -2.7120 1.3727 0.4951 -0.9847 -1.6351 0.0452 0.0347
H -3.0297 -0.1252 1.4008 0.1899 -0.7412 1.8760 0.0057
H -4.1657 0.2433 0.1479 1.4874 -0.0124 -0.0282 0.0094
H 2.2261 0.8085 1.5569 0.9161 0.5016 -0.1932 0.0000
H 4.0585 0.9400 1.4676 0.3330 0.0666 0.0037 0.0000
H 2.9939 1.6545 0.1657 0.1109 1.7071 -0.0206 0.0000
H -0.7994 -0.6162 1.2783 -0.4539 0.4490 0.0143 0.0059
H 0.5438 0.3049 -0.5398 -0.6615 0.0652 -0.0906 0.0037
H -1.5850 -1.1658 -2.1117 -1.1949 0.6084 -1.7210 0.0581
H 1.6122 -2.0235 0.6547 0.5110 -1.9059 0.6223 0.0003
H 1.2117 -1.4714 -2.1150 -1.9338 0.5293 0.7541 0.0005

19
Properties=species:S:1:pos:R:3:forces:R:3:lowdin_charge:R:1 method="wB97M-V/def2-TZVPD" multiplicity=1 homo_ha=-0.331
H -2.6229 -0.4117 1.4785 -0.0784 -0.4389 1.2267 0.0578
N -1.7947 -0.3273 0.9325 -0.9498 -0.3423 -2.3611 0.1538
C -0.6755 -0.0744 1.3908 1.6042 3.2512 -0.1457 -0.3737
C -0.2884 0.2182 2.7967 -1.0703 -1.1806 0.9562 -0.0442
C 0.4445 0.4277 0.4587 -0.6379 -2.1306 0.7111 -0.1112
C 1.7299 0.3572 0.2878 -0.1882 0.6273 1.2238 0.0252
C 0.9509 0.7256 -0.9231 -0.0130 -0.5345 0.0206 -0.2504
C 0.7508 -0.3636 -2.0117 -0.2325 1.2241 1.0724 -0.2050
C -0.8060 -0.5228 -2.3036 1.7902 -0.4241 1.7454 -0.0922
H -1.0023 -0.1953 3.5268 0.3130 -0.3499 -0.2919 0.0859
H 0.6881 -0.1963 2.9204 0.7354 -0.1267 0.6122 0.0708
H -0.2976 1.2582 3.0460 0.3395 0.8661 -0.4042 0.0802
H 2.6830 0.3741 0.7752 0.3421 -0.5005 -0.1539 0.1011
H 1.0830 1.7884 -1.1076 -0.6519 -0.0297 -1.0216 0.1157
H 1.3324 0.0208 -2.8571 -0.0793 -0.7684 -0.2676 0.0891
H 1.2116 -1.2983 -1.5133 -0.8512 1.1648 -1.3048 0.1318
H -1.2023 -0.7319 -1.2742 -0.1983 0.2167 -1.1967 0.0420
H -0.8853 -1.4191 -2.9001 -0.5929 -0.0503 -0.4702 0.0481
H -1.2994 0.3703 -2.7228 0.4193 -0.4738 0.0494 0.0753